Record 1
DFT (ωB97M-V with the def2-TZVPD basis set) results for one molecule with the formula C4H7NO at a distorted geometry.

Results
E = -7798.2963 eV
highest occupied orbital energy = -10.9 eV
SMILES = C[C@H](C#N)CO
gap between HOMO and LUMO = 0.421 Ha
total charge = 0

Atoms and positions in Å:
C -0.509 1.441 0.160
C -0.473 0.012 -0.393
C -1.527 -0.955 -0.049
N -2.060 -1.967 0.128
C 0.766 -0.827 -0.008
O 1.952 -0.095 -0.180
H -1.461 1.933 -0.063
H -0.333 1.497 1.239
H 0.284 2.010 -0.335
H -0.513 0.088 -1.485
H 0.719 -1.728 -0.639
H 0.655 -1.182 1.025
H 2.499 -0.229 0.601

Record 2
DFT (ωB97M-V with the def2-TZVPD basis set) results for one molecule with the formula C4H7NO.

Results
E = -7797.4077 eV
highest occupied orbital energy = -8.9 eV
SMILES = C=NC/C=C/O
gap between HOMO and LUMO = 0.363 Ha
total charge = 0

Atoms and positions in Å:
C 0.577 2.212 -0.035
N 0.738 1.188 -0.759
C 1.085 -0.051 -0.074
C 0.007 -1.096 -0.248
C -1.211 -0.936 0.265
O -2.259 -1.791 0.166
H 0.696 2.206 1.060
H 0.302 3.160 -0.499
H 1.285 0.125 0.997
H 2.015 -0.422 -0.519
H 0.238 -1.985 -0.833
H -1.490 -0.053 0.835
H -1.985 -2.557 -0.356

Record 3
DFT (ωB97M-V with the def2-TZVPD basis set) results for one molecule with the formula C4H7NO.

Results
E = -7796.5286 eV
highest occupied orbital energy = -9.4 eV
SMILES = ON=C1CCC1
gap between HOMO and LUMO = 0.386 Ha
total charge = 0

Atoms and positions in Å:
O -1.681 1.920 -0.392
N -1.702 0.531 -0.490
C -0.532 0.071 -0.358
C 0.802 0.666 0.021
C 1.143 -0.743 0.605
C -0.120 -1.347 -0.102
H -2.595 2.146 -0.596
H 1.390 1.044 -0.821
H 0.734 1.470 0.764
H 2.038 -1.283 0.299
H 1.185 -0.625 1.690
H 0.207 -1.875 -1.007
H -0.870 -1.976 0.387

Record 4
DFT (ωB97M-V with the def2-TZVPD basis set) results for one molecule with the formula C4H7NO at a distorted geometry.

Results
E = -7795.3648 eV
highest occupied orbital energy = -8.8 eV
SMILES = C=NCCC=O
gap between HOMO and LUMO = 0.345 Ha
total charge = 0

Atoms and positions in Å:
C -2.422 0.678 0.458
N -1.212 0.574 0.733
C 0.147 0.434 -0.364
C 0.625 -0.875 0.091
C 2.131 -0.416 -0.243
O 2.782 0.469 0.248
H -2.811 1.073 -0.492
H -3.169 0.399 1.204
H -0.306 0.438 -1.359
H 0.637 1.386 -0.177
H 0.395 -1.693 -0.589
H 0.538 -1.166 1.132
H 2.663 -1.301 -0.641

Record 5
DFT (ωB97M-V with the def2-TZVPD basis set) results for one molecule with the formula C4H7NO at a distorted geometry.

Results
E = -7795.1924 eV
highest occupied orbital energy = -8.2 eV
gap between HOMO and LUMO = 0.333 Ha
total charge = 0

Atoms and positions in Å:
C 0.281 -0.626 0.655
C 0.428 -0.544 -0.968
C 1.481 0.086 0.453
C -1.057 -0.181 -0.031
N -1.230 1.236 0.143
O -2.024 -0.957 -0.110
H 0.289 -1.640 1.035
H -2.046 1.560 -0.364
H -1.291 1.489 1.121
H 0.683 -1.518 -1.361
H 0.613 0.290 -1.628
H 2.434 -0.354 0.728
H 1.440 1.160 0.328

Record 6
DFT (ωB97M-V with the def2-TZVPD basis set) results for one molecule with the formula C4H7NO.

Results
E = -7799.6444 eV
highest occupied orbital energy = -9.6 eV
SMILES = O=C1CCCN1
gap between HOMO and LUMO = 0.386 Ha
total charge = 0

Atoms and positions in Å:
O 2.474 -0.723 -0.131
C 1.321 -0.355 -0.039
C 0.094 -1.188 0.319
C -1.091 -0.318 -0.110
C -0.543 1.126 -0.085
N 0.884 0.929 -0.203
H 0.127 -2.173 -0.150
H 0.121 -1.333 1.406
H -1.966 -0.434 0.532
H -1.392 -0.572 -1.130
H -0.801 1.652 0.842
H -0.922 1.716 -0.924
H 1.551 1.681 -0.271

Which of these has the lowest gap between HOMO and LUMO?
number 5